ORCA calculation (the ωB97M-V functional and the def2-TZVPD basis) on a cluster of 2 separate species, C6H7BO3S in total at a distorted geometry.

Last column: Mulliken charge in e.
Element x y z (Å)
O -2.9451 -1.5209 -0.0842  -0.322
C -1.9638 -2.0773 -0.3370  0.561
C -0.7177 -2.6609 -0.4216  -0.753
C 0.4967 -1.8659 -0.4253  0.122
C 0.4629 -0.5672 -0.2412  -0.084
B 1.8237 0.1909 -0.0872  0.522
O 2.9529 -0.4253 -0.5421  -0.473
O 1.8738 1.4469 0.4962  -0.452
H -0.8370 -3.7768 -0.3592  0.255
H 1.3906 -2.3349 -0.6894  0.477
H -0.5352 -0.0665 0.0431  -0.278
H 3.6967 0.0247 -0.2467  0.230
H 2.7271 1.6972 0.6614  0.208
C -2.6445 1.6564 0.7014  -0.127
C -1.7976 2.3973 0.2214  -0.110
S -0.6844 3.5819 -0.1270  -0.247
H -3.5888 1.1512 0.7597  0.384
H 0.2899 3.1493 0.6777  0.088

Atomic forces in eV per Å
0.059 -0.419 -0.598
2.544 -0.338 0.791
-3.257 -1.017 0.152
-1.968 -0.579 -0.457
-0.507 2.827 1.262
-1.404 0.036 -0.335
-1.620 -1.204 -0.521
-3.184 -1.418 -0.532
0.611 1.224 -0.279
1.327 -0.891 -0.136
1.688 -0.668 -0.532
2.450 1.047 0.538
3.354 1.354 0.685
0.370 1.211 -1.645
-1.570 -1.494 1.743
0.539 0.790 -0.575
0.453 -0.259 0.393
0.116 -0.203 0.045

Values from the calculation:
- LUMO energy: 0.20 eV
- Frontier orbital gap: 8.47 eV
- Energy above the lowest of the compared OMol25 structures with the same formula, charge and spin: 65.14 kcal per mole
- SMILES string: O=C=C/C=C/B(O)O.C#CS
- Energy: -23988.12328 eV
- Multiplicity: 1
- Total charge: 0